[1]
This record from the Open Molecules 2025 dataset describes a structure of composition C80H64Br2Cl2N8O8P2S4Sc in a non-equilibrium geometry. The level of theory is ωB97M-V/def2-TZVPD.

The calculation puts the HOMO energy at -3.76 eV. As for the total charge: -1. As for the electronic energy: -13231.64999 Eh. Its LUMO energy is 0.9 eV. The orbital gap is 4.71 eV.

Each line ends with the Mulliken charge.
Element x y z (Å)
1 H -2.7918 -3.6067 -3.0601  0.31
2 C -3.5190 0.0234 3.2014  -1.82
3 C -2.4527 -2.1543 -0.5805  -0.02
4 H -0.6497 6.0852 -5.4463  0.42
5 O 1.2642 -0.7512 2.0452  0.48
6 C -7.2293 3.5071 0.2912  -0.91
7 H -7.8129 2.6264 0.5684  0.23
8 H 5.4548 -7.7412 -4.4258  0.21
9 C -0.5334 3.5841 -3.1625  0.41
10 C -3.0743 -4.5687 -1.1213  -1.59
11 C -0.6356 4.7640 6.8222  -0.79
12 H -4.9074 -4.8719 -4.9900  0.36
13 H 2.1394 -5.8825 4.4097  0.52
14 O 5.9949 -2.4422 -0.1602  -0.63
15 C -3.4043 -0.6569 -4.5888  -0.81
16 H -2.2832 5.5272 1.3885  0.55
17 H -1.4134 6.7395 6.2414  0.35
18 H -3.5100 -0.9974 -6.7078  0.40
19 H 1.8760 6.6247 -0.1820  0.57
20 C -0.1176 3.8103 5.7744  0.12
21 H -2.0295 4.2784 -4.5496  0.26
22 H -2.8076 -3.6561 -5.5456  0.18
23 C 5.1263 -6.9194 -2.5876  1.21
24 Cl 1.9854 -3.6405 -1.7637  -0.01
25 H -7.5327 4.8062 -1.4425  0.26
26 C 4.3255 -5.9145 -0.5487  -0.16
27 O -4.6983 -2.2847 -0.8654  -0.72
28 C -0.9860 4.0525 2.1569  -0.40
29 N -2.2118 -3.5231 -0.5940  0.46
30 O -4.3551 -6.7532 -2.8701  -0.72
31 C -1.0331 4.4229 -4.1556  -0.11
32 C 1.3780 -4.4336 2.9666  -1.11
33 H -8.0485 3.1458 -1.7204  0.33
34 H -1.1091 4.2487 7.6589  0.32
35 C 2.6043 3.8988 1.7102  0.51
36 N 1.8550 -3.6574 1.9306  0.77
37 C 5.0261 -2.6056 -4.1409  -0.81
38 C 3.4151 6.5724 1.3146  -0.75
39 C 4.2739 -6.9329 -1.4803  -0.98
40 H -3.9487 -4.6858 -0.4884  0.00
41 H -3.1844 -4.6324 -6.9655  0.38
42 H 6.7113 -5.8659 -3.5778  0.23
43 C 6.0950 -4.8640 -1.7875  -0.29
44 C 3.4462 1.3524 2.6703  1.30
45 H -1.9650 -5.1866 -5.8057  0.33
46 H 1.5931 6.5352 -4.4976  0.37
47 O 5.9313 -4.0972 1.6453  -0.78
48 C 5.2707 1.1235 4.2598  -0.96
49 C -1.6581 -1.0275 4.2988  1.48
50 C -3.0192 -0.6552 4.2754  -1.39
51 C 0.8566 2.6022 3.3942  -0.28
52 C 4.1521 0.4915 1.8136  -0.65
53 N -1.3757 0.0327 2.1442  1.44
54 H 4.2449 -8.4977 -3.5287  0.20
55 C -5.0488 3.2178 -0.6314  0.88
56 C 0.9990 5.7119 -4.1205  -0.71
57 C 0.7359 3.8362 -2.6500  -0.81
58 C -2.0113 1.1932 -3.8786  -0.16
59 O -3.7611 -0.3465 -0.8000  -0.63
60 H -2.6495 5.4968 6.3715  0.26
61 H 5.5426 -2.9945 -5.0089  0.37
62 Sc 1.9628 -1.7914 0.4684  -0.90
63 O -1.0258 4.3977 -0.4118  -0.71
64 H 4.8927 6.1572 2.8179  0.44
65 H 5.7045 1.3866 5.2179  0.40
66 H 6.3783 -0.9564 -3.8461  0.40
67 S -1.1343 3.2401 0.5232  1.33
68 C -3.6512 2.9992 -0.7315  -1.63
69 C 4.8029 -0.9266 -2.4240  0.58
70 C 0.2950 -1.9554 5.3619  -0.67
71 C -1.7755 5.1736 2.2764  -0.10
72 H 1.8657 1.3401 4.7585  0.80
73 H -0.9433 -5.6582 0.5283  0.71
74 Br 2.9449 -1.8563 4.4191  -0.02
75 C -0.2596 5.4629 -4.6496  -0.81
76 C 3.9515 -3.2895 -3.5956  -0.62
77 C 3.6593 4.4546 2.4369  -0.62
78 Br -2.0878 -2.3694 6.8223  -0.28
79 C -3.1379 2.8829 -2.0728  0.11
80 S 5.3163 -3.5353 0.4621  1.01
81 C -5.0959 3.1227 1.7501  -1.68
82 H 0.9927 2.3107 6.8091  0.54
83 H 4.1949 3.8695 3.1611  0.37
84 H 1.1330 3.1757 -1.8878  0.68
85 H 3.7195 7.6019 1.1714  0.38
86 N -0.3295 -2.5045 -0.0319  1.04
87 C -2.8842 0.1395 -3.5859  -0.10
88 C -3.4947 -4.2823 -2.5704  -0.54
89 C 1.9990 4.7082 0.7477  0.38
90 C 5.9682 0.3160 3.3841  -0.94
91 H -0.1390 -5.5005 -1.0482  0.45
92 H -4.0420 -1.4979 -4.3428  0.72
93 C 3.5698 -1.4761 -1.9213  -0.92
94 C 5.3978 -0.0129 2.1658  -0.11
95 S -3.4156 -5.8376 -3.4697  1.34
96 C 4.0282 1.6299 3.9122  -0.37
97 H -3.6518 -0.8942 5.1193  0.38
98 N 5.0948 -7.9600 -3.5125  -0.62
99 C -1.9948 5.8473 3.4826  -1.27
100 H 0.1952 5.3474 7.2264  0.22
101 H -5.6002 3.1358 2.7092  0.51
102 H 6.7908 -4.0417 -1.8840  0.42
103 P -1.4396 2.1683 -2.4136  1.17
104 H -0.9520 2.1950 -5.4529  0.48
105 H 3.5672 -7.7457 -1.3571  0.31
106 C -0.8563 -0.6582 3.1811  -0.89
107 H 1.2208 4.3173 0.1060  -0.06
108 H 2.4627 5.1030 -2.6729  0.51
109 C -1.0471 -1.7252 5.3593  -0.35
110 H 3.6636 -5.9423 0.3050  0.28
111 C 1.0790 -1.5548 4.2747  0.99
112 C -7.2912 3.7615 -1.2334  -0.81
113 O -2.0332 -6.2471 -3.5239  -0.63
114 H -2.5071 -5.4981 -1.1150  0.80
115 C -2.2237 0.6485 -6.2184  -0.74
116 H -4.5085 -3.8995 -2.6360  0.64
117 C -3.9850 -5.4361 -5.1303  -0.51
118 H -2.6377 6.7192 3.5089  0.45
119 C 1.4897 4.9061 -3.1050  -0.53
120 H -4.5637 0.3002 3.1513  0.65
121 C 5.4761 -1.4482 -3.5036  -0.48
122 H 3.5258 2.2625 4.6255  0.54
123 H -7.6226 4.3520 0.8581  0.30
124 C -2.9658 2.9714 0.5440  -0.38
125 C -0.9203 -3.6779 -0.2454  0.65
126 C 2.3890 6.0275 0.5626  -0.88
127 C -1.6648 1.4207 -5.2040  -0.01
128 H 0.6511 -4.9002 0.4226  -0.38
129 C 0.6783 2.7182 5.8547  -1.26
130 H -1.0610 -0.4974 -0.1431  1.28
131 C 2.2860 -5.1944 3.5942  -0.60
132 H -5.9598 3.6360 -3.8664  0.44
133 H -3.1591 -0.0311 -2.5516  0.08
134 C 6.0478 -5.8821 -2.7210  -0.94
135 H 0.3219 -4.3782 3.1933  0.44
136 C -0.2171 3.5792 3.2751  -0.49
137 H 3.6207 -4.2360 -4.0046  0.42
138 P 1.9236 2.1477 1.9365  0.91
139 C 4.0643 5.7671 2.2384  -0.80
140 S 3.8667 -4.9403 2.9199  -0.10
141 H -3.1789 2.9471 2.6548  1.12
142 C -5.7675 3.2697 0.5813  0.34
143 C -1.2649 -1.5477 -0.2567  -1.61
144 H -1.9568 0.8498 -7.2485  0.42
145 Cl 5.5192 0.3727 -1.5417  -0.25
146 C 0.5559 -0.9917 3.1066  0.00
147 C -5.3702 3.4324 -2.9801  -1.31
148 N 3.7900 -3.0852 0.8277  -0.09
149 C -1.4462 5.3165 4.6085  0.63
150 H 6.9454 -0.0681 3.6507  0.40
151 C 3.2936 -2.7515 -2.5141  0.66
152 C -3.6953 2.9968 1.7087  0.66
153 C 5.2237 -4.8686 -0.7119  0.00
154 N -3.7105 -1.5621 -0.7674  1.04
155 H 3.7820 0.1945 0.8341  0.08
156 N 2.7612 -0.8988 -1.0555  0.07
157 C -2.6448 0.3555 2.1525  -0.41
158 C -1.6181 5.6829 6.0621  -0.83
159 C -0.3029 -5.0195 -0.0814  -1.73
160 H -4.2215 -6.3968 -5.5862  0.43
161 C -0.5782 4.2107 4.5005  0.71
162 H -3.0150 0.8759 1.2770  0.35
163 H -3.6433 3.0095 -4.1311  0.36
164 C -3.0894 -0.3879 -5.9170  -0.79
165 H 5.9218 -0.6490 1.4637  0.44
166 H 0.7655 -2.4596 6.1940  0.56
167 C 1.1708 2.1594 4.6599  -0.26
168 C -4.0098 3.1061 -3.1195  0.25
169 C -5.8991 3.4572 -1.7297  0.17
170 C -2.9216 -4.6773 -5.9095  -1.02
171 C 3.1619 -3.7985 1.7865  0.31

[2]
This record from the Open Molecules 2025 dataset describes a structure of composition C4H7NO2 in a non-equilibrium geometry. The level of theory is ωB97M-V/def2-TZVPD.

The calculation puts the HOMO energy at -9.66 eV. As for the total charge: 0. As for the electronic energy: -361.77062 Eh. Its LUMO energy is 0.8 eV. The orbital gap is 10.42 eV.

Each line ends with the natural charge from an NBO analysis.
Element x y z (Å)
1 H -2.1883 -0.3800 0.5517  0.20
2 C -1.2282 -0.8859 0.5122  -0.63
3 O 0.9175 -0.7779 -1.1085  -0.50
4 C -0.0333 1.1902 -0.3630  -0.27
5 C -0.3222 -0.1075 -1.0522  0.10
6 H -0.9627 1.6497 -0.0036  0.21
7 N 0.7757 0.5586 0.6596  -0.64
8 H 1.1466 1.0755 1.4243  0.41
9 H 0.5753 1.9311 -0.9057  0.19
10 O 2.4780 -1.0073 0.5456  -0.60
11 C 1.5065 -0.4610 0.0992  0.87
12 H -0.5792 0.0238 -2.1630  0.22
13 H -0.8589 -0.8987 1.6108  0.23
14 H -1.2269 -1.9107 0.1925  0.21